(1)
One molecule with the formula C24H23N3O5S. Source: the OMol25 dataset; level of theory: ωB97M-V/def2-TZVPD.

Geometry as ORCA input:
```
! wB97M-V def2-TZVPD RIJCOSX def2/J DEFGRID3
* xyz 0 1
C 3.286 -4.651 0.418
C 2.741 -3.382 -0.241
C 2.648 -2.266 0.760
C 3.694 -1.367 0.929
C 3.624 -0.355 1.867
C 2.488 -0.222 2.659
N 2.404 0.844 3.560
S 2.844 2.369 3.011
O 4.266 2.515 3.041
O 2.048 3.292 3.761
C 2.324 2.322 1.292
C 3.240 2.636 0.296
C 2.884 2.505 -1.027
C 1.612 2.025 -1.363
N 1.252 1.848 -2.671
C 0.036 1.360 -3.009
C -0.916 1.051 -2.096
C -2.174 0.390 -2.577
O -2.104 -0.563 -3.335
N -3.344 0.903 -2.147
C -3.472 2.108 -1.365
C -4.557 0.148 -2.377
C -5.089 -0.428 -1.103
C -4.463 -0.795 0.050
C -5.480 -1.285 0.908
C -6.642 -1.178 0.212
O -6.418 -0.656 -1.008
C -0.639 1.146 -0.666
O -1.407 0.778 0.210
C 0.690 1.703 -0.352
C 1.064 1.876 0.981
C 1.442 -1.126 2.510
C 1.530 -2.138 1.573
H 2.634 -4.965 1.229
H 3.353 -5.458 -0.308
H 4.277 -4.467 0.828
H 3.400 -3.090 -1.061
H 1.752 -3.588 -0.655
H 4.579 -1.458 0.315
H 4.436 0.342 1.999
H 1.551 0.882 4.098
H 4.222 2.971 0.589
H 3.584 2.751 -1.812
H 1.929 2.059 -3.391
H -0.154 1.226 -4.065
H -4.397 2.611 -1.649
H -3.501 1.889 -0.295
H -2.635 2.775 -1.564
H -5.321 0.787 -2.834
H -4.302 -0.652 -3.082
H -3.416 -0.714 0.264
H -5.356 -1.661 1.902
H -7.655 -1.428 0.458
H 0.343 1.640 1.748
H 0.559 -1.031 3.125
H 0.707 -2.828 1.461
*
```

Results
LUMO = -0.011 hartree
ΔE to the lowest compared entry with this formula, charge and spin = 109.77 kJ/mol
SMILES = CCc1ccc(NS(=O)(=O)c2ccc3[nH]cc(C(=O)N(C)Cc4ccco4)c(=O)c3c2)cc1
HOMO = -8.4 eV

=====

(2)
C24H23OTeW as an isolated structure in a non-equilibrium geometry. Source: the OMol25 dataset; level of theory: ωB97M-V/def2-TZVPD.

Geometry as ORCA input:
```
! wB97M-V def2-TZVPD RIJCOSX def2/J DEFGRID3
* xyz 1 3
C -1.416 0.932 0.882
C -1.218 1.574 -0.400
C -1.848 0.752 -1.407
H -0.762 2.545 -0.525
C -2.386 -0.439 -0.737
C -2.131 -0.299 0.681
H -2.522 -0.950 1.450
H -1.156 1.407 1.815
H -1.975 1.017 -2.444
H -2.915 -1.255 -1.208
C 2.255 -0.390 -0.734
C 1.744 0.615 0.171
C 1.140 -0.078 1.298
H 1.887 1.697 0.134
C 1.225 -1.499 1.046
C 1.919 -1.685 -0.207
H 2.208 -2.650 -0.631
H 2.865 -0.205 -1.619
H 0.843 0.418 2.221
H 0.913 -2.282 1.738
W -0.216 -0.360 -0.474
O 0.035 -1.387 -2.124
C -0.729 -1.441 -3.408
C -1.752 -2.514 -3.764
H -1.297 -0.484 -3.645
H 0.045 -1.573 -4.217
H -2.586 -2.497 -3.042
H -3.339 -4.554 -4.360
C -2.290 -4.778 -4.523
C -1.303 -3.813 -4.131
C 0.078 -4.213 -4.324
H 0.854 -3.532 -3.966
C 0.410 -5.358 -5.046
H 1.442 -5.615 -5.273
C -0.593 -6.214 -5.523
H -0.349 -7.114 -6.104
C -1.940 -5.899 -5.265
H -2.725 -6.542 -5.659
Te 0.659 3.952 1.870
C 2.557 3.583 2.623
C 3.604 4.232 1.915
C 4.913 4.140 2.397
C 5.183 3.412 3.569
C 4.146 2.774 4.271
C 2.822 2.856 3.808
H 3.333 4.814 1.033
H 5.723 4.644 1.866
H 6.207 3.352 3.939
H 4.375 2.218 5.189
H 1.977 2.422 4.339
*
```

Results
LUMO (alpha / beta) = -0.158 / -0.170 hartree
HOMO (alpha / beta) = -10.2 / -10.8 eV

=====

(3)
C24H24AuN3O3PS as an isolated structure. Source: the OMol25 dataset; level of theory: ωB97M-V/def2-TZVPD.

Geometry as ORCA input:
```
! wB97M-V def2-TZVPD RIJCOSX def2/J DEFGRID3
* xyz 1 1
Au 0.203 -0.807 -0.621
O 2.589 -1.286 0.922
C 1.792 -0.441 0.800
C 1.727 0.890 1.459
C 2.888 1.500 1.918
C 2.786 2.782 2.438
C 1.553 3.420 2.495
C 0.397 2.791 2.051
C 0.477 1.508 1.532
P -0.888 0.559 0.819
C -2.064 1.717 0.119
C -2.923 2.427 0.962
C -3.794 3.357 0.423
C -3.817 3.575 -0.950
C -2.967 2.869 -1.787
C -2.087 1.938 -1.256
C -1.714 -0.298 2.170
C -1.018 -0.631 3.331
C -1.646 -1.369 4.322
C -2.960 -1.782 4.156
C -3.653 -1.457 2.997
C -3.034 -0.717 2.003
H 3.843 0.997 1.850
H 3.674 3.293 2.784
H 1.490 4.428 2.882
H -0.553 3.309 2.093
H -2.920 2.245 2.030
H -4.460 3.910 1.071
H -4.504 4.299 -1.367
H -2.984 3.042 -2.854
H -1.409 1.403 -1.911
H 0.005 -0.308 3.476
H -1.107 -1.617 5.227
H -3.448 -2.355 4.933
H -4.678 -1.776 2.868
H -3.583 -0.462 1.104
N -0.967 -3.161 -0.809
C 0.179 -4.016 -1.131
C 1.266 -3.303 -1.937
O 2.021 -3.954 -2.628
O 1.363 -2.007 -1.827
H -1.413 -3.453 0.051
H -1.672 -3.197 -1.536
H -0.092 -4.923 -1.670
H 0.656 -4.321 -0.197
S 1.336 1.315 -2.263
C 2.377 0.223 -3.049
N 3.592 -0.115 -2.629
C 4.177 -1.207 -3.402
C 3.097 -1.465 -4.475
N 2.096 -0.443 -4.166
H 4.001 0.308 -1.816
H 4.324 -2.085 -2.774
H 5.129 -0.909 -3.840
H 2.672 -2.462 -4.367
H 3.483 -1.331 -5.485
H 1.163 -0.442 -4.537
*
```

Results
LUMO (alpha / beta) = -0.156 / -0.156 hartree
ΔE to the lowest compared entry with this formula, charge and spin = 0.00 kJ/mol
HOMO (alpha / beta) = -10.6 / -10.6 eV

=====

(4)
C24H24BN12O3PtS as an isolated structure. Source: the OMol25 dataset; level of theory: ωB97M-V/def2-TZVPD.

Geometry as ORCA input:
```
! wB97M-V def2-TZVPD RIJCOSX def2/J DEFGRID3
* xyz 2 6
Pt 0.272 0.707 0.605
C -1.951 3.090 3.623
C -0.768 2.870 2.912
N -1.014 2.184 1.803
N -2.348 1.948 1.770
C -2.926 2.479 2.871
B -2.973 1.142 0.632
N -2.610 -0.410 0.934
C -3.397 -1.499 1.174
C -2.571 -2.602 1.429
C -1.302 -2.114 1.331
N -1.356 -0.743 1.035
N -2.334 1.469 -0.727
C -2.957 1.879 -1.850
C -2.010 2.066 -2.832
C -0.796 1.737 -2.227
N -1.010 1.379 -0.967
N -4.458 1.314 0.561
C -5.163 2.478 0.594
C -6.420 2.223 0.114
C -6.400 0.852 -0.209
N -5.224 0.315 0.040
H -2.079 3.630 4.544
H 0.237 3.182 3.142
H -3.987 2.398 3.034
H -4.470 -1.391 1.136
H -2.889 -3.602 1.666
H -0.346 -2.580 1.487
H -4.027 2.007 -1.869
H -2.171 2.398 -3.841
H 0.201 1.750 -2.636
H -4.714 3.399 0.929
H -7.238 2.915 0.021
H -7.194 0.243 -0.608
N 7.998 -1.383 -0.625
C 6.731 -1.019 -0.762
C 5.900 -1.664 -1.730
C 4.612 -1.254 -1.889
C 4.111 -0.204 -1.089
C 4.905 0.427 -0.118
C 6.200 0.029 0.053
S 2.469 0.406 -1.434
O 2.337 1.602 -0.620
O 2.406 0.517 -2.855
N 1.459 -0.639 -0.752
C 0.870 -1.667 -1.483
N 1.539 -2.236 -2.486
C 0.896 -3.155 -3.196
C -0.397 -3.555 -2.905
C -0.975 -2.968 -1.795
N -0.352 -2.031 -1.089
H 8.403 -2.110 -1.199
H 8.610 -0.931 0.040
H 6.318 -2.456 -2.339
H 3.957 -1.701 -2.625
H 4.485 1.239 0.459
H 6.844 0.509 0.779
H 1.447 -3.603 -4.015
H -0.912 -4.299 -3.492
H -1.964 -3.250 -1.452
C 1.600 -0.716 3.304
C 1.698 0.614 2.566
O 2.498 1.454 2.745
H 2.362 -0.756 4.081
H 1.740 -1.508 2.569
H 0.601 -0.800 3.732
*
```

Results
LUMO (alpha / beta) = -0.185 / -0.325 hartree
ΔE to the lowest compared entry with this formula, charge and spin = 53.27 kJ/mol
HOMO (alpha / beta) = -12.2 / -13.8 eV

=====

(5)
C24H24BrCl2IrN2O2S2 as an isolated structure in a non-equilibrium geometry. Source: the OMol25 dataset; level of theory: ωB97M-V/def2-TZVPD.

Geometry as ORCA input:
```
! wB97M-V def2-TZVPD RIJCOSX def2/J DEFGRID3
* xyz 1 2
Ir 1.082 -0.714 -0.250
C 3.302 1.836 0.691
N 2.171 1.699 -0.236
C 1.052 2.520 0.260
C -0.288 2.155 -0.361
N -0.790 0.834 0.054
C -1.859 0.425 -0.868
C -1.241 0.838 1.426
C -2.514 1.301 1.736
C -2.997 1.282 3.035
C -2.214 0.775 4.063
C -0.932 0.351 3.788
C -0.429 0.377 2.479
S 1.203 -0.157 2.265
C 2.572 2.114 -1.561
C 3.282 3.291 -1.758
C 3.684 3.692 -3.020
C 3.384 2.913 -4.127
C 2.672 1.747 -3.957
C 2.261 1.332 -2.683
S 1.348 -0.142 -2.606
H 3.444 2.873 1.001
H 4.210 1.481 0.213
H 3.118 1.241 1.585
H 1.240 3.580 0.044
H 1.001 2.397 1.344
H -0.203 2.149 -1.450
H -1.017 2.924 -0.075
H -2.513 1.264 -1.123
H -2.456 -0.366 -0.418
H -1.413 0.041 -1.784
H -3.146 1.696 0.955
H -3.984 1.662 3.237
H -2.600 0.726 5.069
H -0.294 -0.024 4.574
H 3.536 3.917 -0.917
H 4.232 4.614 -3.136
H 3.704 3.218 -5.110
H 2.427 1.121 -4.800
Cl 4.021 -1.074 -0.672
C 3.974 -2.762 -0.165
Cl 2.291 -3.153 0.244
H 4.606 -2.881 0.713
H 4.299 -3.388 -0.991
Br -5.070 -3.459 3.112
C -4.164 -3.691 1.450
C -4.773 -4.384 0.414
C -4.115 -4.517 -0.799
C -2.869 -3.941 -0.988
C -2.274 -3.248 0.061
C -2.913 -3.128 1.290
C -0.984 -2.521 -0.095
O -0.497 -2.283 -1.220
O -0.443 -2.070 0.946
H -5.753 -4.809 0.561
H -4.591 -5.060 -1.602
H -2.350 -4.022 -1.933
H -2.428 -2.594 2.094
*
```

Results
LUMO (alpha / beta) = -0.211 / -0.193 hartree
HOMO (alpha / beta) = -10.9 / -10.8 eV

=====

(6)
C24H24BrClN3O4S2Zn as an isolated structure. Source: the OMol25 dataset; level of theory: ωB97M-V/def2-TZVPD.

Geometry as ORCA input:
```
! wB97M-V def2-TZVPD RIJCOSX def2/J DEFGRID3
* xyz 1 1
Zn 0.289 -1.698 2.129
C 0.132 -7.102 1.842
C -0.398 -5.880 2.533
C -1.194 -5.945 3.670
C -1.643 -4.790 4.287
C -1.269 -3.582 3.740
Br -1.808 -1.961 4.528
N -0.510 -3.489 2.649
C -0.083 -4.617 2.064
H -0.203 -8.009 2.342
H 1.222 -7.098 1.839
H -0.204 -7.143 0.806
H -1.462 -6.909 4.085
H -2.256 -4.820 5.175
H 0.559 -4.491 1.202
S 1.210 -1.610 -0.055
C 0.895 0.001 -0.395
N 1.138 0.545 -1.569
C 1.061 1.998 -1.750
C 1.552 2.657 -0.488
N 0.724 2.184 0.625
C 0.333 3.213 1.608
C -0.618 4.208 0.993
C -1.840 3.783 0.477
C -2.707 4.696 -0.100
C -2.362 6.041 -0.162
C -1.149 6.469 0.354
C -0.277 5.552 0.926
C 0.327 0.937 0.673
S -0.812 0.369 1.781
C 1.504 -0.231 -2.769
C 0.597 0.137 -3.916
C 1.115 0.691 -5.078
C 0.270 1.029 -6.127
C -1.095 0.821 -6.012
C -1.618 0.268 -4.849
C -0.774 -0.076 -3.806
H 0.038 2.300 -1.983
H 1.693 2.262 -2.596
H 1.429 3.736 -0.556
H 2.601 2.427 -0.288
H 1.255 3.706 1.921
H -0.097 2.707 2.467
H -2.123 2.738 0.541
H -3.658 4.362 -0.493
H -3.043 6.754 -0.608
H -0.879 7.515 0.311
H 0.671 5.890 1.331
H 1.429 -1.286 -2.520
H 2.546 -0.011 -3.008
H 2.183 0.851 -5.171
H 0.681 1.455 -7.033
H -1.753 1.085 -6.828
H -2.682 0.096 -4.761
H -1.183 -0.519 -2.904
O 3.731 -2.004 4.286
Cl 2.491 -2.484 3.810
O 1.802 -3.295 4.756
O 2.611 -3.162 2.541
O 1.614 -1.272 3.533
*
```

Results
LUMO = -0.152 hartree
ΔE to the lowest compared entry with this formula, charge and spin = 0.00 kJ/mol
HOMO = -12.1 eV